Entry 1:
A cluster of 14 separate species, H27O13 in total at a distorted geometry, computed with ωB97M-V with the def2-TZVPD basis set.

Each line ends with the Löwdin charge.
Element x y z (Å)
O 3.305 -1.159 -0.395  -0.048
H -1.039 1.850 2.123  -0.016
H 2.002 -1.468 0.636  0.165
O 1.277 -1.263 1.479  0.029
H -1.033 -0.043 0.474  -0.056
H -4.340 0.583 1.337  0.096
O -0.348 1.626 -4.238  -0.187
H -2.471 0.281 0.781  -0.003
O -4.161 0.881 0.398  -0.092
H -3.112 -2.097 -1.571  0.052
H -4.165 1.912 0.439  0.130
O 1.961 -3.414 -1.182  -0.097
H 3.411 -0.187 -0.411  0.088
H 1.332 3.048 -0.638  0.099
O 1.628 0.733 3.162  -0.057
H -3.047 -0.492 -1.081  0.099
H 1.437 -0.134 2.135  0.179
O -0.975 -1.544 3.111  -0.029
H 0.791 1.500 3.002  0.137
H -1.664 -2.040 2.602  0.086
O -0.152 0.473 -1.647  -0.042
H -0.503 0.800 -0.825  0.008
H 1.006 -3.703 -1.343  0.089
O -2.739 -1.491 -0.903  -0.118
H 1.295 0.083 3.868  0.128
H 1.329 -1.851 2.123  0.001
O 1.833 -1.251 -3.034  0.075
H 1.234 -0.652 -3.123  -0.075
H 1.548 -1.755 -3.729  0.046
O -1.574 0.557 0.798  0.012
H 0.272 -0.383 -1.440  0.054
H 2.665 -1.324 -1.146  0.025
O 1.054 3.361 0.299  -0.080
H 2.235 -3.209 -2.129  0.060
H -0.986 -0.759 2.621  -0.046
O -0.432 2.332 2.582  0.064
H -0.175 1.717 -3.147  0.082
H 0.034 2.966 2.104  0.016
H 0.608 4.214 0.236  0.054
H 0.660 1.303 -4.328  0.077

Summary:
- orbital gap (eV) = 10.47
- HOMO level (eV) = -13.61
- calculated total energy (eV) = -27046.357
- ΔE to the lowest compared entry with this formula, charge and spin (kcal/mol) = 108.8
- net charge = +1
- strongest force on any atom (Eh/bohr) = 0.175


Entry 2:
A cluster of 13 separate species, H27O13 in total at a distorted geometry, computed with ωB97M-V with the def2-TZVPD basis set.

Each line ends with the Löwdin charge.
Element x y z (Å)
O 1.308 3.229 0.100  -0.052
H 2.479 -2.282 -1.115  -0.029
H 0.792 0.674 -3.867  0.058
O -2.523 2.017 0.584  -0.070
H 2.939 -3.094 -0.050  0.089
H 0.367 -2.421 -2.060  0.098
O 3.577 0.700 -1.295  -0.056
H -3.100 -0.689 -1.743  0.038
O 1.187 -1.935 -2.174  -0.009
H 0.517 -3.003 2.418  0.069
H 0.951 -1.226 -2.781  0.046
O 1.038 -3.039 1.584  -0.075
H 1.569 3.036 1.024  0.078
H -2.828 2.894 0.824  0.098
O 1.435 -0.834 0.332  0.019
H 1.313 -1.432 -0.518  0.111
H 0.632 -0.952 1.031  0.121
O -0.198 1.182 0.577  -0.135
H 0.023 2.058 0.153  0.033
H -1.194 1.142 0.359  0.021
O -2.632 0.140 -1.807  -0.031
H -3.014 0.681 -2.507  0.067
H 1.574 -2.194 1.682  0.043
O -2.850 1.213 3.222  -0.051
H 0.601 -0.518 3.382  0.101
H -2.226 1.896 3.478  0.042
O -3.170 -0.833 0.909  -0.037
H -2.434 -0.288 0.514  0.018
H -3.409 -1.337 0.132  0.029
O 3.245 -2.261 -0.525  -0.080
H -0.637 1.050 -3.157  0.034
H 2.239 3.035 -0.117  0.065
O 0.217 -0.463 2.501  -0.032
H -2.942 1.466 2.276  -0.017
H -0.659 -0.066 2.570  0.057
O -0.011 0.389 -3.431  -0.033
H 3.994 -0.090 -0.865  0.054
H -3.379 1.501 0.690  0.100
H 1.402 0.119 -0.126  0.179
H 3.804 0.537 -2.209  0.040

Summary:
- orbital gap (eV) = 11.06
- HOMO level (eV) = -14.09
- calculated total energy (eV) = -27047.725
- ΔE to the lowest compared entry with this formula, charge and spin (kcal/mol) = 77.2
- net charge = +1
- strongest force on any atom (Eh/bohr) = 0.064


Entry 3:
A cluster of 14 separate species, H27O14 in total at a distorted geometry, computed with ωB97M-V with the def2-TZVPD basis set.

Each line ends with the Löwdin charge.
Element x y z (Å)
O -2.886 1.954 -2.286  0.019
H -2.817 1.109 -2.558  -0.033
O 1.895 -0.349 0.789  -0.174
H -4.765 -1.227 0.303  -0.033
H -1.173 -1.855 -0.632  0.070
O 3.510 2.356 2.065  -0.049
H -2.095 -2.268 0.439  -0.032
H -1.445 0.886 1.587  -0.054
O -1.755 0.098 1.896  -0.078
H 0.524 -1.050 -5.239  0.061
H -1.365 -0.282 2.819  0.078
O 0.406 1.073 -0.441  -0.267
H 1.670 3.544 2.835  0.090
H 2.397 0.486 0.825  -0.012
O 0.735 -1.004 -2.149  -0.192
H 1.428 -0.992 -1.401  0.034
H 0.530 0.074 -1.978  0.136
O -5.090 -0.393 0.275  0.008
H 2.415 -2.824 -2.828  0.004
H -5.342 -0.109 -0.582  0.018
O -1.765 -2.613 -0.333  -0.038
H 2.798 2.116 1.478  0.004
H -0.437 1.001 -0.077  -0.040
O 0.995 3.302 -1.202  -0.107
H 0.811 2.329 -1.028  -0.064
H 4.187 1.660 2.083  0.057
O 0.177 -2.953 1.707  -0.128
H 0.944 -2.403 1.162  0.120
H -0.446 -2.579 1.057  -0.021
O -1.006 -1.514 4.017  -0.096
H -1.247 -2.140 4.635  -0.012
H -0.333 -1.990 3.312  0.114
O 0.770 4.091 2.662  -0.114
H 0.471 3.443 2.015  -0.003
H -2.769 2.599 -2.946  0.018
O 2.949 -2.742 -2.054  -0.061
H 0.645 3.745 -0.488  -0.058
H 2.403 -2.724 -1.229  0.046
O 1.376 -0.889 -4.750  -0.071
H 1.320 0.261 0.136  -0.062
H 1.382 -1.223 -3.894  -0.078

Summary:
- orbital gap (eV) = 9.09
- HOMO level (eV) = -6.46
- calculated total energy (eV) = -29102.430
- ΔE to the lowest compared entry with this formula, charge and spin (kcal/mol) = 120.8
- net charge = -1
- strongest force on any atom (Eh/bohr) = 0.123


Entry 4:
A structure of composition H28HeO14 at a distorted geometry, computed with ωB97M-V with the def2-TZVPD basis set.

Each line ends with the Löwdin charge.
Element x y z (Å)
He 0.186 0.185 -0.315  0.193
O -3.353 1.310 1.112  -0.040
H -2.544 1.683 1.461  -0.012
H -3.788 0.924 1.872  0.045
O 1.531 -1.008 1.817  -0.058
H 0.724 -0.837 2.303  0.006
H 1.307 -1.723 1.222  -0.005
O 3.952 -0.509 0.716  -0.062
H 4.202 0.361 0.407  0.025
H 3.009 -0.448 0.870  -0.038
O -0.008 4.628 -0.970  -0.055
H -0.012 3.714 -1.256  -0.007
H 0.847 4.960 -1.241  0.040
O 1.207 -3.442 0.381  -0.035
H 1.516 -4.271 0.746  0.076
H 0.260 -3.555 0.297  0.025
O 1.989 2.964 0.793  -0.067
H 2.241 2.360 0.094  -0.019
H 1.074 2.753 0.974  -0.042
O 0.496 2.335 -3.142  -0.028
H -0.451 2.210 -3.207  0.047
H 0.826 2.133 -4.018  0.061
O -1.316 -1.182 3.066  -0.027
H -1.992 -1.607 3.594  0.050
H -1.436 -0.246 3.229  0.027
O -0.563 2.042 1.418  -0.058
H -0.892 2.933 1.535  0.070
H -0.148 1.828 2.254  0.065
O -2.142 -1.012 -2.816  -0.028
H -2.266 -0.127 -3.159  0.047
H -3.023 -1.385 -2.789  0.053
O 1.921 -2.055 -1.970  -0.055
H 2.841 -2.270 -1.821  0.043
H 1.454 -2.485 -1.253  -0.017
O -2.670 -1.309 -0.042  -0.052
H -2.491 -1.135 -0.966  -0.004
H -2.469 -0.485 0.401  0.007
O 2.364 0.997 -1.253  -0.087
H 2.076 0.113 -1.025  -0.028
H 1.701 1.315 -1.865  -0.009
O -1.825 -3.790 0.640  -0.055
H -2.071 -2.887 0.439  -0.030
H -2.264 -3.980 1.469  0.038

Summary:
- orbital gap (eV) = 9.69
- HOMO level (eV) = -10.08
- calculated total energy (eV) = -29199.163
- ΔE to the lowest compared entry with this formula, charge and spin (kcal/mol) = 25.1
- strongest force on any atom (Eh/bohr) = 0.022


Entry 5:
A structure of composition H28KrO14 at a distorted geometry, computed with ωB97M-V with the def2-TZVPD basis set.

Each line ends with the Löwdin charge.
Element x y z (Å)
Kr 11.729 -7.814 9.680  0.288
O 13.304 -4.350 8.722  -0.055
H 12.429 -4.250 9.097  0.012
H 13.167 -4.867 7.928  0.025
O 7.810 -7.926 10.023  -0.044
H 7.968 -7.423 9.224  -0.005
H 6.933 -7.663 10.303  0.054
O 10.594 -7.400 6.165  -0.051
H 10.047 -6.993 6.836  -0.016
H 10.767 -6.698 5.538  0.049
O 13.266 -10.170 7.004  -0.080
H 13.574 -10.344 7.893  -0.040
H 12.311 -10.158 7.079  -0.023
O 13.140 -8.545 12.854  -0.061
H 13.192 -9.376 13.328  0.049
H 13.944 -8.513 12.336  -0.003
O 8.626 -6.123 8.042  -0.033
H 8.086 -5.676 7.389  0.076
H 8.812 -5.453 8.699  0.058
O 12.316 -11.630 11.719  -0.038
H 11.658 -12.215 12.093  0.056
H 12.010 -10.751 11.943  0.003
O 13.950 -10.780 9.603  -0.052
H 13.636 -11.203 10.402  0.022
H 14.730 -11.278 9.358  0.080
O 9.329 -10.266 9.847  -0.077
H 8.855 -9.460 10.050  -0.022
H 9.707 -10.539 10.682  0.004
O 9.942 -10.068 12.862  -0.045
H 10.058 -9.119 12.897  -0.002
H 9.034 -10.209 13.128  0.053
O 9.808 -5.283 12.186  -0.025
H 9.878 -5.066 11.256  0.039
H 8.898 -5.087 12.410  0.064
O 10.339 -10.076 7.190  -0.063
H 10.230 -10.047 8.141  -0.027
H 10.311 -9.160 6.917  -0.019
O 10.665 -7.372 13.607  -0.066
H 11.496 -7.630 13.207  -0.016
H 10.379 -6.613 13.098  -0.027
O 14.920 -8.429 10.783  -0.077
H 15.116 -7.843 10.052  0.052
H 14.615 -9.236 10.368  -0.019

Summary:
- orbital gap (eV) = 8.81
- HOMO level (eV) = -9.75
- calculated total energy (eV) = -104050.505
- ΔE to the lowest compared entry with this formula, charge and spin (kcal/mol) = 15.4
- strongest force on any atom (Eh/bohr) = 0.021


Entry 6:
A cluster of 15 separate species, H28NO17 in total at a distorted geometry, computed with ωB97M-V with the def2-TZVPD basis set.

Each line ends with the Löwdin charge.
Element x y z (Å)
N -0.381 0.076 0.367  -0.476
O 0.169 -0.333 1.421  -0.014
O 0.287 0.227 -0.650  0.001
O -1.618 -0.013 0.215  -0.072
O -2.937 -1.544 -1.513  -0.018
H -2.602 -0.920 -0.911  -0.046
H -3.478 -2.148 -1.029  0.025
O -2.509 0.203 2.904  -0.055
H -2.568 -0.031 3.815  0.010
H -2.041 -0.486 2.425  -0.017
O 1.611 2.744 1.430  -0.078
H 1.154 2.783 0.590  -0.033
H 1.006 2.534 2.182  0.061
O -2.415 1.840 -2.318  -0.053
H -2.446 1.932 -1.398  -0.068
H -1.987 0.977 -2.404  -0.013
O 3.103 -0.449 0.435  -0.082
H 4.056 -0.530 0.182  0.093
H 2.627 0.249 -0.100  0.043
O -0.028 3.138 -1.032  -0.017
H -0.639 3.866 -1.037  0.058
H -0.435 2.368 -1.339  -0.032
O -0.774 -0.108 -3.299  -0.064
H -0.703 -1.006 -2.854  0.033
H -0.107 0.447 -2.988  -0.020
O -2.842 2.281 0.427  -0.044
H -2.620 1.353 0.523  -0.014
H -3.772 2.173 0.355  0.035
O 2.610 -1.782 -1.839  0.003
H 2.881 -1.176 -1.178  -0.030
H 2.962 -1.377 -2.582  0.030
O 2.224 0.073 3.286  -0.051
H 2.862 0.058 2.633  -0.045
H 1.413 -0.103 2.788  -0.013
O -1.755 -2.733 3.144  -0.055
H -0.934 -2.268 3.350  0.037
H -1.846 -3.088 4.041  0.042
O 2.840 1.937 -1.453  -0.055
H 1.983 1.986 -1.951  0.054
H 2.728 2.731 -0.949  0.016
O 0.076 -2.492 -2.143  -0.014
H -0.137 -2.540 -1.253  -0.013
H 0.958 -2.181 -2.269  -0.013
O 1.474 -3.131 0.944  -0.062
H 1.937 -2.377 0.547  -0.004
H 0.610 -3.160 0.486  0.030

Summary:
- orbital gap (eV) = 9.53
- HOMO level (eV) = -6.92
- calculated total energy (eV) = -36751.635
- ΔE to the lowest compared entry with this formula, charge and spin (kcal/mol) = 29.3
- net charge = -1
- strongest force on any atom (Eh/bohr) = 0.068


Entry 7:
A cluster of 15 separate species, H28NO17 in total at a distorted geometry, computed with ωB97M-V with the def2-TZVPD basis set.

Each line ends with the Löwdin charge.
Element x y z (Å)
N 7.279 -10.449 16.786  -0.407
O 6.715 -11.029 15.806  -0.012
O 7.067 -10.880 17.915  -0.047
O 7.330 -9.197 16.710  -0.050
O 4.589 -12.675 13.388  -0.044
H 3.813 -13.235 13.452  0.045
H 4.884 -12.668 14.275  -0.037
O 6.605 -10.417 20.833  -0.013
H 6.223 -9.855 20.200  -0.024
H 5.966 -11.058 21.058  0.036
O 5.321 -12.641 18.883  -0.064
H 5.975 -11.926 18.654  0.005
H 5.894 -13.384 18.887  0.019
O 8.470 -12.069 19.874  -0.094
H 8.295 -11.682 19.005  -0.018
H 7.919 -11.447 20.361  -0.033
O 4.818 -9.052 15.149  -0.012
H 5.649 -9.475 15.201  -0.033
H 4.710 -8.970 14.229  0.031
O 7.507 -8.908 13.690  -0.063
H 8.377 -9.028 14.029  -0.049
H 7.220 -8.044 14.059  0.051
O 9.898 -9.766 14.520  -0.024
H 10.536 -9.119 14.759  0.027
H 9.802 -10.232 15.333  -0.014
O 7.525 -14.084 15.035  -0.067
H 7.622 -14.074 14.101  -0.001
H 6.684 -13.613 15.135  -0.024
O 4.875 -13.346 16.057  -0.068
H 5.240 -12.598 16.562  0.034
H 5.061 -14.211 16.453  0.071
O 9.654 -7.904 16.732  -0.055
H 8.794 -8.356 16.735  -0.004
H 9.706 -7.469 15.895  0.033
O 10.168 -10.600 17.048  -0.015
H 10.181 -9.660 17.230  0.015
H 11.050 -10.866 17.223  0.051
O 5.502 -6.715 16.590  -0.066
H 5.419 -7.630 16.331  -0.032
H 4.609 -6.406 16.671  0.019
O 7.285 -11.948 13.258  -0.065
H 7.284 -11.495 14.102  -0.020
H 6.368 -11.976 12.966  0.005
O 5.924 -8.472 18.941  -0.037
H 6.606 -8.025 19.418  0.044
H 6.432 -9.061 18.361  0.006

Summary:
- orbital gap (eV) = 9.58
- HOMO level (eV) = -7.20
- calculated total energy (eV) = -36751.435
- ΔE to the lowest compared entry with this formula, charge and spin (kcal/mol) = 33.9
- net charge = -1
- strongest force on any atom (Eh/bohr) = 0.137


Entry 8:
A structure of composition H28NeO14 at a distorted geometry, computed with ωB97M-V with the def2-TZVPD basis set.

Each line ends with the Löwdin charge.
Element x y z (Å)
Ne 0.169 -0.125 0.336  0.064
O -2.428 -3.665 -0.898  -0.044
H -1.718 -4.210 -0.559  0.016
H -2.273 -2.802 -0.515  -0.017
O -2.420 3.309 0.860  -0.034
H -2.608 2.658 0.184  -0.016
H -2.633 2.869 1.683  0.025
O -2.637 -0.945 0.293  -0.033
H -3.514 -1.266 0.506  0.077
H -2.212 -0.827 1.143  0.002
O -2.942 1.344 -1.150  -0.040
H -3.840 1.547 -0.889  0.071
H -2.712 0.569 -0.638  0.005
O 1.575 -3.274 -0.360  -0.026
H 1.361 -4.073 -0.843  0.068
H 1.028 -3.315 0.424  0.058
O -0.578 -0.284 -3.240  -0.065
H -0.277 0.532 -3.640  0.027
H 0.175 -0.598 -2.740  -0.037
O -1.047 2.931 -2.026  -0.079
H -0.173 2.608 -1.807  -0.042
H -1.636 2.223 -1.767  -0.047
O 1.316 2.503 -0.992  -0.055
H 1.122 2.529 -0.055  -0.016
H 2.092 1.947 -1.062  -0.003
O -1.464 -0.942 2.888  -0.023
H -2.152 -0.362 3.212  0.074
H -1.768 -1.822 3.108  0.076
O 1.127 0.190 3.083  -0.064
H 0.335 -0.318 3.258  -0.022
H 0.845 0.872 2.473  -0.028
O 0.441 2.654 1.501  -0.028
H -0.426 2.944 1.783  0.040
H 1.032 2.960 2.190  0.076
O 3.435 0.722 -0.883  -0.029
H 4.299 0.872 -1.266  0.079
H 3.561 -0.020 -0.292  0.022
O 3.983 -1.717 0.975  -0.033
H 4.544 -2.461 0.759  0.050
H 3.110 -1.982 0.687  0.002
O 1.820 -1.225 -2.266  -0.042
H 1.778 -1.983 -1.684  -0.008
H 2.310 -0.569 -1.771  -0.002

Summary:
- orbital gap (eV) = 8.02
- HOMO level (eV) = -8.93
- calculated total energy (eV) = -32628.901
- ΔE to the lowest compared entry with this formula, charge and spin (kcal/mol) = 32.5
- strongest force on any atom (Eh/bohr) = 0.020